2 unconnected molecules or ions with the total composition C10H16 at a distorted geometry, computed with ωB97M-V/def2-TZVPD.

**Multiplicity**: 2
**Net charge**: +1
**HOMO level (spin up / spin down)**: -0.5014 / -0.5014 Ha
**Kohn-Sham gap (spin up / spin down)**: 9.0 / 5.7 eV

Each line ends with the natural charge from an NBO analysis.
Positions of all 26 atoms, in Å:
1 C 2.53 0.46 1.74  -0.687
2 C 0.06 1.69 -0.81  -0.240
3 C -0.94 2.05 0.11  0.008
4 C 1.07 0.88 -0.34  -0.106
5 C 1.22 0.58 1.09  0.249
6 C -0.86 1.68 1.45  -0.171
7 C 0.13 0.88 1.93  -0.196
8 H -0.23 1.79 -1.88  0.269
9 H -1.92 2.53 -0.42  0.272
10 H 1.70 0.33 -1.09  0.268
11 H -1.62 1.77 2.15  0.251
12 H 2.47 1.33 2.38  0.273
13 H 3.37 0.65 0.93  0.253
14 H 0.13 0.75 3.01  0.257
15 H 2.81 -0.41 2.32  0.294
16 C -1.33 -1.78 -1.47  -0.399
17 C -0.08 -1.81 -2.40  -0.638
18 C -1.61 -3.05 -0.63  -0.598
19 H -1.19 -1.10 -0.65  0.166
20 H -2.22 -1.61 -2.04  0.214
21 H 0.56 -1.28 -1.76  0.191
22 H -2.09 -2.75 0.39  0.194
23 H -2.41 -3.58 -1.15  0.217
24 H -0.80 -3.69 -0.47  0.207
25 H 0.56 -2.65 -2.32  0.220
26 H -0.27 -1.60 -3.41  0.232